[1]
C30H90O30 | ωB97M-V/def2-TZVPD

- E_LUMO: 0.05 eV
- Charge: 0
- HOMO: -0.3457 hartree
- Relative energy (zero: lowest compared OMol25 entry of this formula, charge and spin): 296.3 kJ/mol

```
150
Properties=species:S:1:pos:R:3:forces:R:3
C 0.076 -14.229 2.391 0.12 0.92 1.51
C 1.336 -15.137 2.358 -0.81 1.18 1.35
O 1.545 -15.719 3.663 -0.60 -0.22 -0.29
O 0.210 -13.085 3.290 1.53 -1.25 -0.75
H -0.770 -14.770 2.815 -0.09 -0.63 -0.46
H -0.162 -13.859 1.394 0.08 -0.25 -0.25
H 2.229 -14.530 2.204 -0.09 0.04 -0.80
H 1.145 -15.905 1.608 0.28 0.02 -0.17
H 2.127 -16.474 3.546 0.10 -0.01 0.05
H -0.573 -12.530 3.263 -0.60 0.09 -0.01
C -6.070 -17.797 0.809 -0.64 0.16 -0.94
C -5.946 -19.141 0.137 -0.29 -0.28 -0.11
O -5.693 -20.149 1.093 -0.20 -0.43 0.11
O -7.377 -17.537 1.297 0.57 0.04 -0.64
H -5.889 -17.064 0.022 0.29 0.43 0.26
H -5.329 -17.762 1.607 0.23 0.40 0.02
H -5.177 -19.161 -0.635 0.32 0.24 -0.05
H -6.873 -19.374 -0.388 -0.16 -0.05 0.19
H -4.770 -20.037 1.331 0.37 -0.30 0.27
H -7.448 -17.999 2.136 -0.30 -0.04 0.24
C -4.608 -17.725 10.052 0.52 -0.80 -1.93
C -4.662 -18.239 8.552 -0.79 1.32 0.45
O -5.594 -17.392 7.864 -0.33 -0.20 0.35
O -3.749 -18.568 10.775 0.21 -0.47 0.37
H -5.619 -17.710 10.460 -0.09 0.15 0.00
H -4.152 -16.735 10.024 -0.43 0.34 -0.07
H -5.055 -19.240 8.379 0.49 -0.21 0.62
H -3.723 -18.081 8.021 0.40 -0.49 0.46
H -5.101 -16.831 7.261 0.20 0.25 -0.42
H -3.442 -18.081 11.543 0.06 -0.11 0.10
C -8.991 -16.928 7.566 -1.14 0.63 1.48
C -8.653 -15.863 6.537 0.14 -1.42 0.26
O -8.728 -14.539 7.081 0.50 -0.72 -0.57
O -8.106 -17.065 8.679 -1.10 0.28 -0.73
H -9.302 -17.876 7.127 0.58 -0.33 -0.41
H -9.925 -16.589 8.013 -0.24 0.03 0.29
H -9.337 -15.972 5.695 -0.22 0.10 -0.06
H -7.695 -16.213 6.152 0.63 1.24 -0.08
H -9.671 -14.357 7.075 -0.09 0.36 0.20
H -7.259 -17.389 8.365 0.69 0.06 -0.26
C -7.347 -11.751 5.350 -1.67 -0.08 1.22
C -8.481 -10.974 6.148 0.96 -1.21 -1.01
O -8.112 -9.660 6.314 0.19 1.60 0.28
O -6.143 -11.785 6.111 0.50 0.84 -0.45
H -7.187 -11.259 4.390 0.24 -0.08 0.15
H -7.677 -12.781 5.217 -0.11 -0.03 -0.40
H -8.675 -11.455 7.107 0.12 -0.33 0.20
H -9.429 -10.936 5.612 0.08 -0.33 -0.29
H -7.258 -9.613 6.751 0.15 -0.11 0.04
H -6.228 -12.413 6.832 -0.27 -0.43 0.52
C -7.061 -19.054 4.670 1.79 -0.84 0.96
C -5.480 -18.977 4.671 -1.60 0.27 -0.89
O -4.946 -19.767 5.762 -0.36 0.89 -0.84
O -7.764 -18.227 3.750 0.47 -0.36 1.44
H -7.312 -18.846 5.710 -0.30 0.44 0.10
H -7.356 -20.093 4.524 0.11 -0.25 -0.27
H -5.163 -17.936 4.736 0.00 -0.06 0.77
H -5.103 -19.283 3.695 0.09 -0.57 -0.01
H -5.142 -20.685 5.559 -0.01 -0.25 -0.01
H -8.644 -18.310 4.125 -0.53 0.46 -0.60
C -5.751 -14.124 9.478 0.96 0.28 0.97
C -5.230 -13.052 10.506 -0.52 -2.14 -0.35
O -6.232 -13.021 11.512 -0.04 1.49 0.03
O -6.501 -13.517 8.469 0.11 0.96 -0.92
H -6.447 -14.830 9.932 0.58 -0.11 0.71
H -4.893 -14.681 9.100 0.09 -0.08 -0.50
H -4.970 -12.134 9.979 -0.65 0.37 0.04
H -4.314 -13.314 11.036 0.15 -0.60 -0.31
H -6.728 -12.215 11.353 -0.37 -0.01 0.30
H -7.343 -13.969 8.377 -0.27 -0.16 -0.27
C -2.848 -10.413 7.024 -0.13 -0.08 -0.20
C -3.574 -9.099 7.123 0.13 0.94 -0.35
O -3.026 -8.099 6.278 0.30 0.44 0.08
O -3.322 -11.138 5.866 1.14 0.46 0.71
H -2.945 -11.044 7.908 -0.31 0.02 0.20
H -1.789 -10.163 6.959 0.09 -0.37 -0.55
H -3.471 -8.597 8.084 -0.20 -0.57 0.36
H -4.626 -9.242 6.879 -0.27 -0.10 0.17
H -2.912 -8.340 5.356 -0.27 -0.59 -0.28
H -4.243 -11.341 6.043 -0.73 -0.16 -0.25
C -8.435 -14.743 2.904 -1.57 0.41 0.54
C -9.854 -14.199 3.225 1.59 0.99 0.36
O -10.622 -13.919 2.115 -1.28 -0.31 -1.29
O -7.570 -13.719 2.415 -0.81 -0.15 0.07
H -8.611 -15.529 2.169 0.55 -0.27 0.04
H -8.082 -15.117 3.865 0.41 -0.40 -0.11
H -9.757 -13.271 3.787 0.35 0.22 0.44
H -10.436 -14.857 3.872 0.15 -0.45 -0.22
H -10.150 -13.417 1.447 0.34 0.05 0.22
H -6.687 -14.096 2.431 0.46 -0.13 0.02
C -4.193 -14.286 4.298 0.83 0.04 -0.58
C -4.623 -14.882 5.579 -0.65 0.95 0.63
O -4.139 -16.158 5.893 -0.07 -1.20 -0.68
O -4.779 -14.860 3.155 -0.68 -0.13 -0.04
H -3.119 -14.458 4.221 0.45 0.80 -0.08
H -4.510 -13.244 4.319 0.50 0.12 -0.02
H -5.707 -14.887 5.458 -0.25 -0.30 0.95
H -4.228 -14.270 6.389 -0.69 0.77 0.05
H -3.184 -16.077 5.837 0.61 -0.15 0.19
H -4.352 -15.716 3.072 0.10 -0.41 -0.64
C -1.965 -9.432 2.129 0.04 0.79 1.21
C -2.588 -10.779 2.387 0.67 0.22 -0.13
O -2.055 -11.481 3.536 -0.40 0.55 -2.13
O -2.418 -8.484 3.142 0.13 -0.47 -0.27
H -2.291 -9.056 1.159 0.09 -0.14 -0.21
H -0.878 -9.458 2.204 0.09 -0.28 -0.30
H -2.387 -11.338 1.474 0.17 -0.53 0.18
H -3.659 -10.582 2.345 -0.32 -0.48 0.79
H -2.515 -11.207 4.332 -0.40 0.12 0.66
H -1.757 -7.788 3.156 -0.08 0.18 0.12
C -1.618 -18.674 5.627 -1.48 1.27 -0.81
C -0.226 -19.082 5.313 0.23 0.32 0.21
O 0.018 -20.452 5.527 0.37 -0.14 0.32
O -2.510 -19.108 4.600 0.07 -0.84 -0.03
H -1.775 -17.598 5.556 1.01 0.43 0.53
H -2.057 -18.972 6.579 0.70 -0.36 0.31
H 0.430 -18.470 5.933 0.31 -0.40 0.26
H 0.014 -18.788 4.292 -0.13 0.02 -0.26
H -0.363 -20.976 4.818 -0.16 0.15 -0.05
H -3.255 -19.415 5.121 -0.71 -0.48 -0.30
C -2.025 -17.526 1.808 1.68 0.12 -0.85
C -2.247 -18.746 0.943 -0.75 -0.02 0.42
O -2.724 -19.791 1.752 -0.31 -0.97 -0.12
O -3.022 -17.076 2.672 -0.92 0.85 -0.73
H -1.793 -16.808 1.021 -0.28 0.99 0.43
H -1.090 -17.631 2.357 0.17 -0.22 0.26
H -1.339 -19.109 0.460 0.31 0.64 -0.14
H -2.961 -18.531 0.147 -0.25 -0.06 0.08
H -1.919 -20.241 2.019 -0.39 -0.38 0.51
H -3.298 -17.709 3.338 0.69 -0.90 0.13
C -0.995 -14.513 9.019 1.79 1.23 -0.97
C -1.569 -15.606 8.149 1.13 -0.65 0.44
O -1.285 -15.302 6.813 -1.25 0.59 -1.44
O -1.246 -14.569 10.350 -2.12 -0.92 3.00
H -1.277 -13.543 8.611 -0.29 0.05 -0.41
H 0.095 -14.523 9.062 0.52 -0.26 -1.58
H -2.643 -15.726 8.292 -0.10 0.20 -0.20
H -1.095 -16.574 8.309 -0.14 -0.18 0.83
H -0.359 -15.305 6.561 0.18 -0.07 0.39
H -1.073 -13.734 10.792 0.02 -0.03 -0.22
C -5.057 -13.656 -0.170 -1.62 1.51 -0.14
C -3.611 -14.155 -0.305 -1.53 -0.63 0.66
O -3.493 -14.903 -1.507 0.40 0.66 0.07
O -5.382 -12.632 -1.174 0.84 -0.55 -0.15
H -5.413 -13.164 0.735 1.30 -0.01 0.77
H -5.866 -14.384 -0.226 0.70 -1.00 -0.44
H -3.413 -14.855 0.507 -0.01 0.11 0.18
H -2.887 -13.342 -0.240 -0.04 0.16 -0.11
H -3.500 -14.196 -2.156 -0.10 -0.26 -0.69
H -6.253 -12.827 -1.527 0.07 -0.03 -0.02
```
Positions in Å, forces in eV/Å.

Here are the Mulliken charges for atoms 1 to 4, given in e: atom 1 (C): 0.499, atom 2 (C): -0.620, atom 3 (O): -0.508, atom 4 (O): -0.570

=====

[2]
C30H90O30 | ωB97M-V/def2-TZVPD

- E_LUMO: 0.09 eV
- Charge: 0
- HOMO: -0.3407 hartree
- Relative energy (zero: lowest compared OMol25 entry of this formula, charge and spin): 300.4 kJ/mol

```
150
Properties=species:S:1:pos:R:3:forces:R:3
C -10.234 -5.417 -14.387 -0.65 -0.57 -0.78
C -10.129 -6.912 -14.404 -2.03 -0.81 -0.09
O -9.115 -7.391 -15.228 1.91 -0.18 -0.13
O -9.113 -4.847 -13.787 -0.03 0.60 0.55
H -11.203 -5.122 -13.983 0.34 0.11 1.07
H -10.398 -5.077 -15.409 0.57 -0.01 -0.56
H -11.013 -7.354 -14.865 -0.66 0.32 0.39
H -9.995 -7.403 -13.440 -0.30 0.54 0.43
H -8.492 -7.790 -14.616 0.50 -0.13 -0.56
H -8.349 -5.245 -14.209 0.18 0.09 -0.13
C -10.808 -12.098 -16.599 2.06 -2.36 -0.52
C -9.889 -13.208 -15.932 0.55 1.38 -1.79
O -10.012 -13.206 -14.533 -0.87 -0.72 0.38
O -10.395 -10.863 -16.084 -0.83 0.05 0.18
H -11.840 -12.449 -16.582 -0.47 0.82 0.90
H -10.609 -12.073 -17.670 0.35 -0.08 -0.09
H -8.828 -12.994 -16.065 0.11 0.66 -0.81
H -9.971 -14.175 -16.427 -0.85 -0.30 0.29
H -9.684 -14.083 -14.320 -0.09 0.05 0.89
H -10.509 -10.984 -15.138 -0.14 0.66 0.56
C -19.901 -12.815 -14.104 0.63 0.07 0.11
C -19.085 -12.380 -15.345 -0.99 -0.62 0.14
O -19.921 -12.356 -16.517 -0.25 0.53 1.58
O -20.930 -11.899 -13.663 0.81 -0.84 -0.61
H -19.224 -12.937 -13.259 0.31 0.60 0.09
H -20.214 -13.854 -14.204 -0.88 0.06 -0.53
H -18.314 -13.126 -15.539 0.28 -0.09 0.38
H -18.606 -11.429 -15.111 0.00 0.21 -0.33
H -19.331 -12.329 -17.274 0.23 -0.31 -0.59
H -21.437 -11.685 -14.450 -0.22 0.04 -0.19
C -13.647 -8.608 -15.628 0.88 -0.81 0.55
C -14.554 -9.550 -14.865 1.04 0.33 -0.24
O -15.859 -9.343 -15.170 -2.40 1.13 1.16
O -13.696 -7.236 -15.240 -0.68 -0.57 0.08
H -13.781 -8.693 -16.706 0.08 -0.15 -0.02
H -12.687 -9.007 -15.299 0.75 0.02 -0.61
H -14.361 -9.384 -13.805 -0.27 0.08 0.32
H -14.274 -10.586 -15.056 0.43 -0.04 -0.23
H -16.243 -9.947 -15.809 -0.01 -0.50 -0.76
H -13.199 -6.795 -15.932 0.15 0.62 -0.31
C -11.895 -10.326 -12.430 1.38 -0.95 0.75
C -11.810 -11.003 -11.062 -3.29 0.59 0.41
O -10.926 -12.069 -10.872 1.30 0.39 -0.37
O -11.967 -11.341 -13.385 -0.54 -0.12 -1.71
H -11.034 -9.676 -12.582 0.22 0.19 -0.21
H -12.796 -9.722 -12.542 0.07 -0.01 0.49
H -12.799 -11.449 -10.955 -0.43 -0.04 -0.13
H -11.901 -10.224 -10.304 1.08 0.11 0.47
H -11.343 -12.688 -10.268 0.07 0.06 -0.09
H -11.220 -11.944 -13.374 0.28 -0.23 0.45
C -16.098 -10.027 -11.325 -1.49 1.27 -1.41
C -15.642 -11.427 -11.632 0.32 -1.02 1.84
O -16.481 -12.295 -12.381 -0.23 0.51 -0.69
O -15.342 -9.444 -10.298 0.76 -0.38 -0.02
H -17.141 -9.880 -11.045 -0.49 -1.17 0.15
H -16.114 -9.447 -12.248 0.71 0.41 -0.32
H -15.530 -11.835 -10.628 0.32 -0.44 0.16
H -14.655 -11.502 -12.088 0.00 0.53 -0.18
H -17.049 -12.815 -11.807 -0.01 0.19 0.10
H -15.654 -8.538 -10.229 0.25 0.21 0.08
C -13.870 -5.583 -12.479 -0.05 -0.87 0.56
C -12.808 -5.047 -11.513 -0.65 -0.48 0.40
O -13.328 -5.114 -10.155 0.36 0.18 -0.96
O -13.846 -7.030 -12.465 0.13 0.70 0.34
H -13.769 -5.244 -13.511 0.42 0.21 0.00
H -14.870 -5.293 -12.157 0.03 0.40 0.23
H -12.489 -4.026 -11.726 -0.24 0.16 -0.24
H -11.926 -5.686 -11.557 0.08 -0.12 -0.28
H -12.587 -4.802 -9.631 -0.13 -0.03 0.43
H -14.040 -7.276 -13.372 0.12 -0.10 -0.35
C -12.468 -4.270 -18.865 1.44 -1.12 0.91
C -11.699 -5.600 -18.644 0.42 0.43 -1.48
O -12.066 -6.312 -17.505 -1.47 0.51 1.22
O -12.091 -3.325 -17.899 -0.28 0.90 0.53
H -13.524 -4.538 -18.889 -0.34 0.32 0.15
H -12.178 -3.764 -19.786 -0.08 -0.59 -0.29
H -10.614 -5.542 -18.554 0.19 0.95 -0.57
H -11.904 -6.189 -19.537 -0.07 -0.34 -0.31
H -11.439 -7.036 -17.447 0.20 -0.72 0.05
H -12.275 -3.611 -17.002 -0.13 -0.32 -0.04
C -14.199 -13.713 -14.621 -0.18 -1.07 2.12
C -14.798 -15.076 -14.159 -0.55 0.89 0.03
O -13.856 -15.902 -13.544 0.88 -0.52 -0.17
O -15.241 -12.934 -15.095 -0.74 0.74 -1.17
H -13.394 -13.821 -15.348 -0.11 0.01 -0.03
H -13.864 -13.155 -13.747 0.95 -0.52 0.10
H -15.343 -15.540 -14.980 0.32 -0.22 -0.50
H -15.573 -14.926 -13.407 -0.28 0.85 -0.04
H -14.358 -16.613 -13.138 0.24 -0.16 0.08
H -15.630 -12.466 -14.353 -0.45 0.04 0.18
C -14.318 -12.603 -18.891 1.09 -3.54 -0.71
C -14.804 -13.894 -18.140 -1.05 1.52 -1.08
O -16.004 -13.591 -17.493 -0.70 -0.46 -0.08
O -14.211 -11.544 -18.044 -0.35 1.15 1.23
H -14.849 -12.421 -19.825 -0.69 0.15 0.20
H -13.346 -12.958 -19.233 0.69 0.35 -0.29
H -14.103 -14.257 -17.388 0.45 -0.05 -0.38
H -15.092 -14.653 -18.868 0.74 -0.19 -0.16
H -15.731 -13.264 -16.633 -0.56 0.57 0.84
H -13.878 -10.796 -18.545 0.43 0.51 -0.34
C -19.223 -9.233 -13.553 -1.04 0.43 -1.28
C -20.405 -8.675 -12.794 0.06 -0.01 0.40
O -20.074 -8.153 -11.499 -0.13 -0.24 -0.36
O -18.315 -8.225 -14.003 -0.02 0.02 1.09
H -19.656 -9.595 -14.486 -0.34 -0.51 0.05
H -18.784 -10.108 -13.074 0.38 0.33 0.34
H -21.140 -9.466 -12.644 0.21 -0.46 -0.23
H -20.951 -7.907 -13.342 0.39 0.24 -0.47
H -20.955 -8.096 -11.123 0.20 0.31 0.70
H -17.448 -8.624 -14.106 0.55 -0.20 -0.21
C -14.904 -7.646 -19.348 2.53 0.48 1.46
C -14.655 -8.760 -20.312 -0.06 -0.51 -0.51
O -13.522 -9.561 -20.049 0.73 -0.41 0.70
O -16.000 -7.002 -19.729 -3.45 0.84 -1.86
H -14.131 -6.878 -19.312 1.12 -0.48 -0.15
H -15.013 -7.943 -18.305 0.24 -0.92 0.27
H -14.519 -8.390 -21.328 -0.65 0.31 0.01
H -15.520 -9.419 -20.243 -0.30 0.01 -0.39
H -12.919 -9.513 -20.795 0.01 -0.01 0.21
H -16.097 -6.196 -19.216 -0.36 0.35 0.32
C -17.803 -10.301 -18.139 0.44 0.20 0.97
C -18.054 -11.350 -19.176 0.84 0.40 -1.08
O -18.277 -12.660 -18.728 -1.01 0.53 0.03
O -16.756 -10.728 -17.236 -1.34 0.16 0.29
H -18.709 -10.084 -17.572 0.19 -0.10 0.39
H -17.475 -9.365 -18.591 -0.24 0.10 -0.36
H -17.132 -11.366 -19.758 0.18 -0.01 -0.56
H -18.843 -11.003 -19.842 -0.21 -0.27 0.04
H -17.439 -12.938 -18.352 0.61 -0.59 0.59
H -15.930 -10.859 -17.708 0.49 -0.28 -0.29
C -9.799 -8.962 -18.785 1.96 1.64 0.51
C -8.397 -8.475 -18.298 -0.40 0.02 1.25
O -8.311 -7.113 -17.830 -0.04 -0.44 -1.98
O -10.744 -8.635 -17.762 0.24 -0.59 -1.42
H -9.679 -10.022 -19.007 -0.45 -0.25 0.23
H -9.955 -8.452 -19.736 -0.81 0.19 0.18
H -7.663 -8.719 -19.067 0.16 0.58 -0.08
H -8.117 -9.036 -17.406 -0.06 -0.74 -0.09
H -8.738 -7.066 -16.971 -0.11 -0.25 0.34
H -10.576 -9.340 -17.132 -0.40 -0.26 0.98
C -16.706 -6.287 -16.072 -0.98 0.01 -1.43
C -16.363 -4.899 -16.735 -0.25 -0.66 3.64
O -16.452 -4.878 -18.088 -0.40 -0.29 -2.53
O -18.124 -6.594 -16.203 1.17 1.12 -0.56
H -16.425 -6.384 -15.024 0.25 0.60 0.00
H -16.170 -7.073 -16.604 0.33 0.01 -0.06
H -15.359 -4.582 -16.452 0.33 -0.26 0.40
H -17.039 -4.176 -16.277 -0.22 0.11 -0.01
H -16.698 -4.004 -18.401 -0.04 -0.07 0.00
H -18.314 -7.247 -15.525 -0.20 -0.26 0.44
```
Positions in Å, forces in eV/Å.

Here are the Mulliken charges for atoms 1 to 4, given in e: atom 1 (C): -0.063, atom 2 (C): 0.116, atom 3 (O): -0.569, atom 4 (O): -0.617